Molecular formula: C28H79ClN7O12
Method: DFT, ωB97M-V with the def2-TZVPD basis set

Results
**DFT total energy**: -2860.12560 a.u.
**LUMO level**: 2.109 eV
**HOMO level**: -5.6 eV
**Charge**: -1
**Kohn-Sham gap**: 0.285 Eh

Geometry as XYZ:
```
127
C28H79ClN7O12 | the OMol25 dataset | ωB97M-V with the def2-TZVPD basis set
H -7.6024 -1.6604 2.3946
H -1.2039 6.9506 -2.3079
H 1.9526 -1.3251 -4.9970
H 5.9981 3.9179 3.7349
O -6.3746 -3.9222 -5.6055
C -8.1521 -0.7195 2.3684
C -7.6679 0.0618 3.5952
C -4.7469 -5.7753 -2.8017
H 6.2591 -5.5427 -0.7368
H 9.0472 0.8493 6.4303
H -6.8060 -5.6562 -4.6057
H -4.5100 -3.7294 -6.5363
N 2.2281 -1.0860 -5.9388
C -0.1569 7.4437 8.2725
H 5.4139 -9.8119 -1.7378
C -5.5026 -4.1616 -6.6638
C 6.8351 2.2109 5.3954
O 2.0822 0.7659 0.6996
H 4.7189 -6.6891 2.2390
H -2.7588 5.1466 -3.3518
H 3.0275 -0.4778 -5.8332
C 5.6272 -7.2252 1.9639
C -4.8019 -4.8240 -3.9367
H -10.0474 0.2060 1.9321
C 1.4540 -3.0655 -7.3626
H 8.9280 -0.3805 5.4503
H 0.9051 -5.4809 -9.6020
H 6.7349 -1.1981 6.4391
H -3.6161 -3.5662 -2.8700
O 0.6286 0.1727 2.4322
C -6.2979 -4.7013 -4.4707
H -1.0807 7.9855 8.0695
H 7.1252 2.7249 6.3118
H -5.2651 -5.4507 -1.8994
C 0.1945 6.4804 7.1584
H -8.0401 0.9893 1.4995
H -1.0752 5.0281 -7.1597
H -3.7079 -5.7868 -2.4722
C -2.0117 7.5941 -2.6564
H -5.0467 -2.9741 -3.0444
C -11.7324 -1.0425 3.3443
N 5.9955 -5.7551 0.2148
H 5.7644 2.2799 5.2032
H -1.5698 8.5624 -2.8917
C -1.5711 6.7048 -4.9893
C 4.6361 -7.7423 -0.3486
H -8.0944 1.0562 3.7270
H 7.1885 4.7234 4.6787
H 3.7374 -7.1873 -0.0796
H -12.0097 -0.0133 3.1164
H -0.4038 7.6910 5.5008
O -10.3486 -1.1574 3.4850
H 7.1837 0.1208 7.5149
H -3.9574 6.0397 -2.7928
O 8.0897 1.1941 -0.9129
C 0.4970 7.1573 5.8038
Cl 0.7726 0.2776 1.0164
H 1.0646 -3.6271 -6.5134
H -0.0303 -4.0465 -9.3398
H 7.1535 1.0207 -0.8142
C 0.6982 -4.7043 -8.8656
H 4.7630 -7.6331 -1.4257
H -0.2280 9.7652 9.2514
H -12.0520 -1.6554 2.5015
C -9.6595 -0.7486 2.2874
H -6.8475 -4.2497 -3.6448
H -7.8852 -0.4473 4.5342
C -2.6589 7.0196 -3.9513
H -9.9694 -1.4250 1.4908
O 1.0083 8.3297 8.6169
C -1.4202 6.0603 -7.2190
C 6.6836 -0.1180 6.5763
H 0.2352 8.6354 10.5111
O -2.2740 6.4106 -6.1750
H 5.0371 -5.4445 0.2868
H 6.9391 0.2912 4.4713
H 8.2076 1.3490 -1.8500
H -6.7033 0.2877 1.4396
C 0.6106 9.1993 9.6572
O 0.7414 -1.0533 0.4355
H -12.2241 -1.4355 4.2342
H 4.2261 -3.6109 -7.0660
C 7.2746 0.7283 5.4118
H -4.0265 -5.0988 -4.6517
H -0.9616 7.5820 -5.2066
C 3.8169 -2.9063 -6.3420
O 4.3266 -9.1152 -0.1044
H -5.0077 -6.8066 -3.0396
H -0.9263 4.8571 7.7892
H -1.9267 6.1159 -8.1825
N -3.4422 5.8335 -3.6367
H -0.5413 6.7050 -7.2298
H -6.5904 0.2259 3.5888
N -7.6768 0.0736 1.2770
H 5.6501 0.2042 6.7032
H -5.5580 -5.2172 -6.9295
O 7.6562 2.7464 4.3354
H 0.6134 -2.4220 -7.6221
H 5.5691 -8.2885 2.1969
H 0.2018 -5.2816 -8.0856
H -2.6840 7.6974 -1.8047
H 4.5733 -2.1950 -6.0101
N -4.3414 -3.4738 -3.5668
H 6.4053 -6.7073 2.5246
N -0.8718 5.4711 6.9892
N 8.7254 0.6075 5.5040
H 2.9691 -1.6579 -7.8335
H -0.5410 4.7779 6.3334
H 4.8601 -11.0149 -0.5564
H 0.7229 6.3506 5.1064
H 3.5965 -3.4832 -5.4438
O -0.2730 1.0679 0.3722
O 1.7517 -3.9139 -8.4637
C 7.0733 3.9602 3.9091
H -0.4699 6.8499 9.1313
H 7.4930 4.3180 2.9689
H -3.3336 7.7935 -4.3174
H 6.2302 -9.8874 -0.1876
H 1.3558 7.8121 5.9509
C 5.8455 -7.1553 0.5032
H 6.7590 -7.7145 0.3009
C 2.6251 -2.1329 -6.9148
H 1.3079 10.0107 9.8659
H 1.1698 6.0205 7.3178
C 5.2637 -10.0095 -0.6765
H -5.9710 -3.5909 -7.4657
H -0.9748 5.8682 -4.6253
```

***

Molecular formula: C28H79N5O9
Method: DFT, ωB97M-V with the def2-TZVPD basis set

Results
**DFT total energy**: -2064.85293 a.u.
**SMILES**: COC[C@H](C)N.COC[C@H](C)N.COC[C@H](C)N.COC[C@H](C)N.COC[C@H](C)N.CCO.CCO.CCO.CCO
**LUMO level**: 0.438 eV
**HOMO level**: -8.8 eV
**Charge**: 0
**Kohn-Sham gap**: 0.338 Eh

Geometry as XYZ:
```
121
C28H79N5O9 | the OMol25 dataset | ωB97M-V with the def2-TZVPD basis set
H -15.5796 2.2881 3.9668
C -15.5495 -1.7030 6.2246
H -24.4463 -3.7323 3.5072
H -16.6391 -4.3341 0.0032
C -22.9985 -0.2710 -0.6921
C -22.2154 -3.5943 1.2051
H -20.0800 -0.4278 1.8156
O -22.4694 0.9477 -1.2144
C -23.3420 0.6920 1.6391
H -22.8166 -0.1314 2.1228
H -15.5080 -2.2591 0.3668
H -23.4948 -6.0454 1.4338
H -16.9900 -1.1798 0.3276
H -17.2868 -2.8586 6.6975
H -20.7699 0.0599 -1.9495
O -24.5261 -5.8087 3.2212
H -18.7611 0.5958 1.2766
H -16.3524 0.1859 6.9916
H -16.3191 -2.2315 8.0845
O -20.7940 4.5179 3.1271
H -23.9586 1.2099 2.3737
H -20.3003 5.0808 -0.0895
H -19.9532 -4.1622 -2.0652
H -20.0478 -1.2260 5.9987
C -11.6852 3.0950 -0.0748
O -21.4765 -1.4268 4.6266
H -17.6107 -2.6210 -1.7380
C -16.1466 -0.2858 6.0307
H -18.2534 -4.6790 0.4813
H -13.8624 -1.1770 7.4600
C -21.6179 0.6561 -2.2864
O -19.4160 4.8512 8.5710
H -11.5217 2.4451 -0.9345
H -19.9270 -1.9000 -1.5048
C -20.8638 5.1606 0.8401
H -22.0632 -2.5193 1.3023
H -16.1554 -1.1747 1.7376
H -18.4982 -2.8884 4.7643
H -21.7451 4.5879 0.5513
C -20.3484 4.4979 7.4730
H -19.2840 -2.0436 3.5645
O -15.4426 0.4763 5.1037
H -19.9119 -3.6388 4.0159
H -18.9509 -1.4709 -0.0513
H -15.5335 -2.2056 5.2576
N -12.2878 1.3953 1.5751
C -24.5295 -7.1889 3.5978
H -16.7708 1.8870 0.1283
C -18.2370 -3.2036 -1.0624
C -12.8128 2.5739 0.8384
O -17.2673 -2.8757 1.2683
H -10.8041 3.2194 0.5547
O -15.0702 1.8681 1.2364
C -17.5839 -3.8503 0.2508
H -22.0310 -0.9109 5.2163
H -21.1388 1.5096 -2.7662
H -20.7938 -2.6987 6.2119
C -19.5879 3.6154 6.3984
C -23.4230 -5.4949 2.3718
N -23.7258 -3.1792 3.0655
H -19.1224 4.1434 5.5661
H -19.8826 5.2650 9.3008
H -23.6173 -7.5121 4.0994
H -20.3582 1.2261 1.2127
H -17.1467 -0.4924 5.6498
H -18.9676 2.8121 6.7958
H -24.7096 -7.7438 2.6770
C -16.3612 2.3643 1.0185
H -20.7311 5.4092 7.0136
C -20.1254 4.3738 1.9067
C -16.2866 -2.6971 7.0995
C -19.7068 0.5963 1.8186
C -20.5064 -2.0198 5.4090
H -22.1940 0.0076 -2.9465
N -14.1667 -1.5727 6.5820
C -19.4824 1.1771 3.2676
H -24.1888 -1.5556 1.5198
H -17.1334 1.7186 4.6057
H -22.9394 -3.1726 3.6993
C -24.0721 0.1284 0.3203
C -16.3615 -1.8535 0.9101
H -15.7824 -3.6580 7.2019
C -19.5096 -2.7026 4.4030
H -21.2363 4.0471 7.9161
N -24.7499 -1.0636 0.8392
H -12.1656 4.0010 -0.4441
H -18.4953 -4.1434 -2.7912
H -22.4709 -5.7698 2.8257
C -16.0642 1.7886 4.8058
H -25.0415 -1.7404 0.1485
H -21.1381 0.5253 3.9227
H -13.0075 1.1737 2.2482
H -19.8824 3.3651 1.5727
H -24.3543 -3.9470 1.3010
H -17.0203 2.0337 1.8213
H -12.9838 3.3869 1.5440
H -19.1219 4.7810 2.0302
H -16.0078 2.5551 5.5786
H -18.9652 2.1361 3.2988
H -22.1505 -0.7293 -0.1832
C -19.3845 -2.2800 -0.6392
H -24.8328 0.7695 -0.1251
H -23.4348 -0.9871 -1.3885
H -20.7658 3.7088 3.6430
C -14.1533 2.1499 0.1757
H -11.5063 1.7491 2.1082
H -22.5969 1.4007 1.2776
H -19.1484 0.5217 4.0720
H -21.3543 -3.9610 1.7638
C -23.4692 -4.0146 1.9336
H -14.4493 2.9739 -0.4735
H -13.9343 -0.7700 6.0149
H -25.3524 -7.5970 4.1847
N -18.9592 -4.2245 -1.8977
H -20.3234 3.0512 5.8250
H -20.0347 -2.8618 0.0141
H -14.2238 1.2071 -0.3668
H -22.1264 -3.7859 0.1358
H -16.4584 3.4211 0.7696
H -21.0013 6.2080 1.1088
O -20.7629 1.3807 3.7011
```

***

Molecular formula: C28H80N2O12
Method: DFT, ωB97M-V with the def2-TZVPD basis set

Results
**DFT total energy**: -2126.52323 a.u.
**LUMO level**: 0.254 eV
**HOMO level**: -7.8 eV
**Charge**: 0
**Kohn-Sham gap**: 0.295 Eh

Geometry as XYZ:
```
122
C28H80N2O12 | the OMol25 dataset | ωB97M-V with the def2-TZVPD basis set
H -8.3377 -8.8421 9.4386
H -6.4975 -12.2396 6.2703
H -3.6359 -5.5707 0.3950
H -5.8252 -8.1994 10.2046
H -9.2897 -7.4381 9.4563
H -5.6101 -7.4761 5.7801
H -4.4479 -8.7084 2.2870
H -8.4214 -10.2229 4.8153
H -12.2908 -8.5835 4.6714
H -5.1983 -6.9275 -0.7347
H -0.8205 -6.6413 8.0122
C -5.5772 -3.5206 7.5916
C -5.7138 -11.3231 3.7662
H -3.3406 -4.8525 9.2870
H -1.0888 -11.7050 7.2341
H -1.0776 -5.1756 8.8467
O -6.6569 -3.8975 8.1341
H -0.8335 -10.0893 6.6620
H -5.1375 -6.6057 1.9762
N -8.9974 -6.5660 1.5417
C -5.7707 -8.4249 5.3694
H -10.7353 -10.2263 4.0062
H -6.5506 -11.3074 2.0215
C -8.1677 -5.7820 5.7047
H -6.2897 -9.3731 3.7072
H -3.2209 -7.0295 3.7412
C -4.8809 -7.0792 1.0038
H -7.7841 -5.9741 9.2210
H -5.0915 -5.3077 6.5521
C -10.2800 -9.2800 4.4419
H -7.4305 -5.7271 2.7959
H -8.7500 -9.0050 6.0427
H -7.5107 -10.9661 6.7494
H -4.8312 -9.0295 5.3551
H -2.7965 -6.6269 1.5778
H -9.3333 -6.8413 0.5823
H -4.2238 -3.9703 5.8856
H -2.8728 -5.7228 7.3541
H -0.5274 -7.4536 3.6354
O -10.0309 -8.5010 3.4794
H -2.6891 -8.0507 5.0519
H -4.8780 -10.0539 7.4897
H -4.2222 -7.9178 7.6580
H -5.8738 -1.4492 8.1310
H -3.5409 -12.6803 4.6604
C -3.2215 -7.7537 8.0978
C -4.7840 -8.5763 1.2903
H -5.5629 -6.5328 10.4644
H -2.2385 -10.3058 7.5599
H -1.2238 -6.7668 9.5724
H -6.7901 -3.5296 9.0273
H -11.7412 -9.3685 6.0920
C -1.6050 -10.8323 6.8318
H -5.7014 -9.0933 1.1036
H -3.0812 -7.1028 -0.1200
H -6.3975 -9.4154 8.0096
C -9.1674 -9.7434 5.3695
H -8.1397 -4.9388 5.0258
H -11.3649 -7.7650 5.6801
C -2.0860 -11.2910 5.4959
H -1.9908 -9.9570 4.1998
C -8.4609 -7.9167 8.9041
H -7.1721 -7.2433 3.3646
C -11.4256 -8.7255 5.2606
O -1.7499 -4.9612 5.2603
C -1.4627 -6.1343 8.7181
H -8.6919 -8.0188 7.8101
O -9.2902 -6.5842 5.4147
O -6.5445 -6.9219 8.0705
O -2.6161 -10.3891 4.7995
O -8.0123 -8.6149 1.7124
H -7.3003 -6.3583 5.6543
H -4.0459 -9.1498 0.7286
H -0.8969 -4.6668 5.5406
O -5.6115 -6.6074 0.1238
H -7.0989 -7.2933 11.1847
C -3.0515 -12.4354 5.6187
H -9.3632 -7.1231 6.2408
H -2.5188 -8.1398 7.3528
C -7.9187 -7.2480 1.7236
C -6.3940 -7.2919 10.3180
H -6.4012 -8.9607 6.0477
C -5.6284 -10.1436 8.2486
H -1.2293 -11.6968 4.9796
C -6.0991 -11.5527 8.3623
H -8.1724 -5.3720 6.7812
H -8.4338 -5.6429 1.1403
H -9.6350 -10.5235 5.9366
O -3.7262 -5.7224 8.9904
C -2.8471 -6.9958 4.7567
C -2.8788 -6.2811 8.2836
H -3.1332 -8.3744 8.9858
H -6.3167 -1.9159 6.5728
H -3.5552 -6.5484 5.4160
H -3.8120 -12.2726 6.3833
H -1.1684 -5.9834 2.9608
H -5.9650 -4.1652 5.5300
C -0.6556 -6.3593 3.8159
H -7.8306 -12.5307 7.5066
H -5.7031 -12.3977 3.8531
H -4.6531 -1.7211 6.8606
H -1.0807 -6.6174 5.8319
H -9.7904 -9.1094 2.7157
C -7.0132 -11.8705 7.1541
O -5.2464 -12.4005 8.4079
H -5.0406 -9.9682 9.1229
C -3.5214 -6.5856 0.7224
O -6.7439 -10.8780 2.8964
H 0.3088 -5.8683 3.8958
C -5.6022 -2.0709 7.2707
C -7.2571 -6.9521 9.0966
H -2.5557 -13.3795 5.8812
H -4.8406 -3.6830 8.3540
H -5.8530 -10.9183 4.7660
C -5.2061 -4.2387 6.3001
H -5.7359 -6.5056 8.3725
C -1.5835 -6.1802 4.9708
H -4.7736 -11.0122 3.3855
H -5.6134 -13.1762 8.0240
H -6.7411 -11.6112 9.2269
O -6.3407 -8.4402 4.0773
N -7.9496 -6.6885 2.9001
```